DFT (ωB97M-V/def2-TZVPD) results for a 2-piece molecular cluster, H3O2PS overall at a distorted geometry.

```
7
Properties=species:S:1:pos:R:3:forces:R:3
O -0.3305 1.1294 0.6432 1.2 2.3 0.5
O -0.4553 -1.3412 0.4980 -0.7 -1.5 0.6
P 0.2108 -0.1109 -0.1592 0.3 0.3 -2.4
S 2.1002 -0.0365 -0.4390 0.3 -0.2 0.0
H 0.4291 1.8107 0.5754 -1.8 -1.2 0.3
H -0.8432 -1.4168 1.3798 0.2 0.4 -0.1
H -1.1111 -0.0347 -2.4981 0.5 0.0 1.0
```
Forces are in eV/Å.

Values from the calculation:
HOMO (spin up / spin down) (eV): -9.6509 / -8.4387
Energy (eV): -24265.6489
Orbital gap (spin up / spin down) (eV): 8.498 / 7.893